The following is a DFT calculation (ωB97M-V/def2-TZVPD) of a 18-piece molecular cluster, C6H45N2O17 overall in a non-equilibrium geometry.

Output
Kohn-Sham gap (spin up / spin down): 2.2 / 9.7 eV
HOMO level (spin up / spin down): -2.41 / -9.84 eV
<S²>: 0.75
strongest force on any atom: 6.1 eV/A

```
! wB97M-V def2-TZVPD RIJCOSX def2/J DEFGRID3
* xyz 0 2
C 0.32871 -2.56333 0.28539
C 0.77959 -1.75993 -0.95687
N 0.11095 -0.53426 -1.10067
C -1.26829 -0.25809 -1.39506
C -1.39874 1.10483 -1.56215
N -0.18796 1.71719 -1.34836
C 0.72186 0.71089 -1.03434
C 0.02046 3.15860 -1.35602
H 0.30021 -2.06588 1.25484
H 0.78333 -3.54310 0.43189
H -0.72440 -2.82005 0.17068
H 0.61808 -2.32277 -1.87624
H 1.84857 -1.58903 -0.82965
H -1.93884 -1.10470 -1.40046
H -2.29095 1.59582 -1.92170
H 1.74979 1.00332 -0.87868
H -0.34969 3.62007 -0.44052
H -0.24278 3.47780 -2.36445
H 1.10149 3.20965 -1.22622
O 3.77682 4.65066 -1.15306
H 4.60684 5.06690 -0.92054
H 3.11239 5.30756 -0.94513
O 0.10673 0.34811 2.65260
H -0.67204 -0.20840 2.65913
H 0.77420 -0.16786 3.10481
O 2.91990 2.22588 0.65365
H 3.56855 1.63861 1.04172
H 3.43639 2.85323 0.14777
O -0.76224 -5.26996 2.72039
H 0.13076 -5.53643 2.50175
H -1.27622 -5.49374 1.94452
O -1.72991 5.28259 1.85624
H -1.78286 4.36516 1.58837
H -2.47228 5.70265 1.42187
O 0.84297 5.33238 1.90689
H 0.96168 4.46104 2.28493
H -0.10593 5.45529 1.88046
O 4.54263 -1.42802 -1.78737
H 4.55880 -2.28101 -2.22137
H 5.45940 -1.24673 -1.58023
O 2.26195 -1.21085 3.56647
H 2.30029 -2.16054 3.45305
H 3.12420 -0.97503 3.90871
O -3.37725 3.59309 -1.16148
H -4.30623 3.60479 -1.39192
H -3.28444 4.28239 -0.50384
O 1.15347 -6.22880 0.56871
H 0.46901 -6.56487 -0.00992
H 1.94527 -6.23180 0.03086
O -1.75389 2.53407 1.42632
H -1.58041 1.71884 1.89701
H -2.05663 2.25289 0.56288
O 3.29777 0.62293 -2.82764
H 3.74318 -0.16496 -2.51607
H 2.74109 0.31667 -3.54357
O -1.83190 2.88863 -4.70158
H -2.05425 3.81241 -4.58569
H -0.93869 2.89810 -5.04556
O -2.42252 -3.71889 -2.24865
H -1.80338 -3.87122 -2.96258
H -2.38187 -4.51674 -1.72139
O -0.37474 -2.71260 3.90618
H -0.66102 -3.52640 3.49143
H 0.42644 -2.95009 4.37301
O -3.04009 -3.05737 2.11741
H -3.54292 -3.36820 1.36456
H -2.78752 -2.16383 1.88492
O -4.32627 -2.09520 -0.28212
H -3.72127 -2.76092 -0.60926
H -5.17535 -2.34143 -0.64908
*
```

=====

The following is a DFT calculation (ωB97M-V/def2-TZVPD) of C16H15BrN2NaS2 as an isolated structure.

Output
Kohn-Sham gap (spin up / spin down): 6.5 / 4.4 eV
HOMO level (spin up / spin down): -4.12 / -2.59 eV
strongest force on any atom: 0.8 eV/A

```
! wB97M-V def2-TZVPD RIJCOSX def2/J DEFGRID3
* xyz -1 1
Na -0.08274 0.07234 -0.12037
Br -5.82616 4.57285 2.65651
C -4.34249 3.38520 2.46908
C -3.86792 3.06235 1.20536
C -2.79586 2.20347 1.08572
C -2.15832 1.63609 2.20986
C -2.67559 1.99323 3.47618
C -3.75120 2.85469 3.60168
N -1.09933 0.79252 1.98978
C -0.44948 0.22106 2.99375
C 0.64430 -0.65105 2.78371
C 1.32135 -1.24877 3.87992
C 2.37771 -2.08996 3.65520
C 2.77948 -2.35158 2.33457
C 2.07437 -1.73490 1.31550
N 1.04529 -0.91399 1.50411
H -4.33687 3.48225 0.32540
H -2.42473 1.95075 0.10219
H -2.23498 1.59509 4.37988
H -4.12655 3.11084 4.58402
H -0.71973 0.38970 4.03754
H 0.98739 -1.02699 4.88654
H 2.89882 -2.54946 4.48702
H 3.60891 -3.01008 2.11629
H 2.34819 -1.90669 0.27703
C 0.96354 -0.52762 -5.27404
C 0.46990 -0.19570 -3.87813
S 1.31241 -0.93507 -2.60321
C -0.61266 0.66952 -3.72220
C -1.30225 1.28227 -4.92377
S -1.28470 1.14073 -2.23313
H 1.80559 -1.20964 -5.20576
H 1.28966 0.37098 -5.80536
H 0.18069 -1.00481 -5.87036
H -0.86969 0.97872 -5.87674
H -1.25713 2.36888 -4.84503
H -2.35669 1.00499 -4.90957
*
```

=====

The following is a DFT calculation (ωB97M-V/def2-TZVPD) of C42H35BrF4NOPTeW as an isolated structure in a non-equilibrium geometry.

Output
Kohn-Sham gap (spin up / spin down): 6.6 / 3.8 eV
HOMO level (spin up / spin down): -15.92 / -15.92 eV
<S²>: 0.77
strongest force on any atom: 1.2 eV/A
relative energy (zero: lowest compared OMol25 entry of this formula, charge and spin): 0.000 eV

```
! wB97M-V def2-TZVPD RIJCOSX def2/J DEFGRID3
* xyz 3 2
W 0.67961 0.30250 1.37386
F -5.30055 1.55552 6.09103
C -4.56206 1.36423 5.03473
C -5.04482 0.63264 3.95651
F -6.23259 0.13314 3.97891
C -4.24176 0.41258 2.77444
F -4.86918 -0.24009 1.83392
C -2.94728 0.87369 2.65552
P -1.94193 0.60534 1.11691
C -2.56162 -0.95756 0.48991
C -3.04809 -1.05954 -0.81120
C -3.50693 -2.28660 -1.27195
C -3.49865 -3.39265 -0.43401
C -3.02568 -3.28543 0.86954
C -2.54468 -2.07335 1.33181
C -2.42455 1.99734 0.09667
C -1.45830 2.91798 -0.30477
C -1.82315 4.01885 -1.06406
C -3.15209 4.20083 -1.42264
C -4.12188 3.28761 -1.02101
C -3.76406 2.18901 -0.25969
C -2.49127 1.65469 3.73572
Br -0.87366 2.47700 3.67979
C -3.28536 1.87856 4.92030
F -2.78600 2.58548 5.88353
H -3.08270 -0.18823 -1.45003
H -3.89153 -2.37293 -2.27941
H -3.87461 -4.34219 -0.79109
H -3.03658 -4.14783 1.52305
H -2.17365 -1.99436 2.34887
H -0.42008 2.78816 -0.01503
H -1.07593 4.73802 -1.37032
H -3.43664 5.06056 -2.01397
H -5.15596 3.43389 -1.30179
H -4.52466 1.47711 0.03805
C 0.07146 -3.55545 -6.19391
C 0.43269 -2.68440 -5.02602
C 1.61053 -2.88994 -4.31351
C 1.97666 -2.09321 -3.23570
C 3.29770 -2.34237 -2.56106
C 1.07820 -1.08398 -2.85822
Te 1.69300 0.23253 -1.34382
N 1.59765 1.68925 1.79603
C 2.19597 2.80763 2.47692
O 1.58376 3.28378 3.39908
C 3.48905 3.27254 1.97314
C 3.95895 2.90353 0.70950
C 5.17393 3.38510 0.25771
C 5.92524 4.22592 1.07125
C 5.45951 4.59899 2.32678
C 4.23892 4.13354 2.77897
C 2.19124 -1.07467 0.31591
C 3.41912 -0.79646 0.99842
C 4.01370 -1.74427 1.79772
C 3.42769 -3.00181 1.91187
C 2.24489 -3.30462 1.25314
C 1.60611 -2.38064 0.43814
C 0.36375 -2.79258 -0.28726
C -0.09399 -0.80254 -3.57056
C -0.99811 0.37275 -3.32595
C -0.39006 -1.63094 -4.64874
H 0.88335 -4.22815 -6.45996
H -0.17541 -2.95075 -7.06646
H -0.80717 -4.16022 -5.96309
H 2.28385 -3.67968 -4.62430
H 3.92190 -2.97535 -3.18709
H 3.18292 -2.85216 -1.60046
H 3.84938 -1.41451 -2.39070
H 3.35800 2.27631 0.06305
H 5.53454 3.11829 -0.72640
H 6.87776 4.59897 0.71937
H 6.04794 5.25714 2.95067
H 3.85823 4.41898 3.75028
H 3.88725 0.17347 0.88236
H 4.93887 -1.51952 2.31013
H 3.90650 -3.75941 2.51969
H 1.81584 -4.29397 1.35437
H -0.19610 -3.52451 0.29109
H 0.62911 -3.25533 -1.24224
H -0.29343 -1.95531 -0.53568
H -0.84357 0.85033 -2.35614
H -2.04208 0.07188 -3.39399
H -0.83955 1.12823 -4.09815
H -1.28326 -1.42504 -5.22863
C 0.47921 -0.71604 2.98755
H 0.26165 -1.78827 2.98576
H 0.69558 -0.36704 3.99705
*
```

=====

Which of these has the highest strongest force on any atom? C6H45N2O17